(a)
C22H30N4O6S | ωB97M-V/def2-TZVPD

For the molecular weight, the calculation gives 478.57 Da. Its HOMO energy is -7.5778 eV. Its LUMO energy is -0.239 eV.

Atoms and positions in Å:
C -0.328 5.155 0.901
C 0.310 3.807 0.767
H 0.238 3.394 -0.351
H 1.380 4.020 1.018
O -0.283 3.034 1.641
C -1.179 2.350 1.201
O -1.588 2.552 0.186
N -1.828 1.477 2.012
C -2.824 0.556 1.622
H -3.342 0.918 0.900
H -3.381 0.296 2.375
C -2.160 -0.797 1.167
N -1.472 -1.197 2.537
C -1.407 -2.585 3.066
O -0.939 -2.638 4.095
C -2.146 -3.577 2.539
C -1.438 -4.330 1.639
N -1.016 -3.544 0.374
C -2.106 -3.570 -0.741
N -1.571 -2.702 -1.744
C -0.599 -1.851 -1.875
C -0.088 -1.057 -2.929
C 0.932 -0.350 -2.974
C 2.002 -0.421 -1.853
C 1.375 -1.300 -1.057
C 0.347 -2.110 -0.769
C 0.118 -2.840 0.474
O 0.927 -3.270 1.100
H 2.373 -1.359 0.027
O 2.990 0.346 -1.868
C 3.821 0.357 -0.953
C 3.238 1.356 0.247
H 3.164 2.240 -0.063
H 2.377 0.986 0.773
H 4.083 1.372 1.127
H 4.796 0.703 -1.399
H 3.943 -0.563 -0.570
O 1.179 0.431 -3.900
C 2.002 1.467 -4.214
C 1.813 2.199 -5.587
H 0.772 2.648 -5.232
H 2.700 2.960 -5.686
H 1.697 1.611 -6.304
H 2.972 1.109 -4.152
H 1.986 2.245 -3.464
H -1.099 -0.994 -3.547
H -2.411 -2.590 -2.329
S -3.550 -4.194 -0.468
H -0.591 -4.746 1.840
H -1.882 -5.223 1.036
H -3.253 -3.297 1.992
H -2.588 -4.328 3.261
C -0.491 -0.523 2.865
H 0.228 -0.837 3.859
C -0.925 0.891 3.374
H -0.016 1.548 3.495
H -1.691 0.924 4.076
H 0.478 -0.201 2.021
H -2.901 -1.639 1.020
H -1.318 -0.863 0.659
H -0.041 6.006 0.267
H -1.357 5.019 0.604
H -0.433 5.525 1.870

---

(b)
C22H30N4O6S | ωB97M-V/def2-TZVPD

For the molecular weight, the calculation gives 478.57 Da. Its HOMO energy is -8.2458 eV. Its SMILES is CC1=N[C@@H]2[C@@H](O)[C@H](O)[C@@H](CO)O[C@@H]2S1.CNC(=O)[C@H](Cc1c[nH]c2ccccc12)NC(C)=O. Its LUMO energy is 0.389 eV.

Atoms and positions in Å:
C 2.385 1.048 -4.568
C 1.245 1.675 -3.832
N 1.360 2.864 -3.296
C 0.132 3.256 -2.573
C 0.366 3.012 -1.074
O 1.247 4.016 -0.556
C -0.945 3.004 -0.293
O -0.641 2.752 1.082
C -1.851 1.930 -0.909
C -3.149 1.774 -0.116
O -3.989 0.826 -0.783
O -2.167 2.312 -2.261
C -1.035 2.430 -3.143
S -0.297 0.851 -3.681
H 2.322 1.301 -5.629
H 3.337 1.421 -4.179
H 2.355 -0.040 -4.462
H -0.085 4.318 -2.725
H 0.835 2.033 -0.952
H 2.036 4.046 -1.130
H -1.428 3.983 -0.380
H 0.156 3.276 1.297
H -1.330 0.968 -0.906
H -2.935 1.428 0.900
H -3.660 2.739 -0.045
H -4.014 1.046 -1.733
H -1.382 2.943 -4.045
C -1.173 -0.948 4.631
N -2.091 -2.044 4.323
C -2.059 -2.870 3.271
O -2.911 -3.746 3.174
C -0.971 -2.717 2.191
C -1.365 -1.640 1.165
C -0.299 -1.328 0.163
C -0.210 -1.850 -1.080
N 0.950 -1.411 -1.685
C 1.664 -0.566 -0.863
C 2.878 0.121 -1.013
C 3.344 0.920 0.045
C 2.600 1.014 1.235
C 1.387 0.313 1.377
C 0.885 -0.489 0.330
N -0.750 -3.992 1.489
C 0.391 -4.546 1.079
C 1.725 -3.936 1.464
O 0.373 -5.563 0.404
H -0.143 -1.306 4.649
H -1.415 -0.536 5.613
H -1.270 -0.153 3.890
H -2.847 -2.221 4.969
H -0.053 -2.403 2.682
H -2.267 -1.958 0.638
H -1.609 -0.716 1.688
H -0.922 -2.548 -1.507
H 1.229 -1.699 -2.611
H 3.449 0.030 -1.922
H 4.277 1.459 -0.052
H 2.963 1.631 2.046
H 0.816 0.404 2.288
H -1.581 -4.521 1.269
H 1.833 -2.966 0.991
H 2.521 -4.593 1.117
H 1.785 -3.840 2.546

---

Most stable pick: (b). Distance to second place: 0.7697 hartree.

---

(a)
C3H8NOS | ωB97M-V/def2-TZVPD

For the molecular weight, the calculation gives 106.17 Da. Its HOMO energy is -14.2932 eV. Its SMILES is S[C@@H]1[NH2+]CCO1. The charge is +1. Its LUMO energy is -3.974 eV.

Atoms and positions in Å:
S 1.645 -1.529 -0.433
C -0.057 -1.187 0.176
N -0.707 -0.273 -0.921
C -0.488 1.114 -0.483
C 0.276 0.899 0.882
O 0.059 -0.395 1.274
H 2.035 -1.482 0.899
H -0.768 -1.914 0.438
H -1.579 -0.573 -1.264
H -0.187 -0.532 -1.900
H -1.425 1.632 -0.172
H 0.092 1.739 -1.194
H 1.312 1.107 0.986
H -0.209 1.395 1.711

---

(b)
C3H8NOS | ωB97M-V/def2-TZVPD

For the molecular weight, the calculation gives 106.17 Da. Its HOMO energy is -13.4658 eV. Its SMILES is [NH3+][C@@H](C=O)CS. The charge is +1. Its LUMO energy is -4.239 eV.

Atoms and positions in Å:
N -1.513 -0.384 0.329
C -0.173 0.325 0.269
C 0.713 -0.387 1.303
O 0.755 -1.580 1.334
C 0.330 0.247 -1.161
S 1.726 1.327 -1.530
H -1.803 -0.592 1.288
H -1.418 -1.283 -0.158
H -2.230 0.129 -0.192
H -0.329 1.365 0.534
H 1.243 0.273 2.003
H -0.461 0.589 -1.834
H 0.554 -0.782 -1.481
H 2.606 0.751 -0.703

---

Most stable pick: (b). Distance to second place: 0.0386 hartree.

---

(a)
C2H12N2O3 | ωB97M-V/def2-TZVPD

For the molecular weight, the calculation gives 112.13 Da. Its HOMO energy is -9.8796 eV. Its SMILES is [H]/N=C/NC.O.O.O. Its LUMO energy is 0.768 eV.

Atoms and positions in Å:
H -0.364 1.115 -1.425
N 0.344 0.585 -1.021
C 0.376 -0.580 -1.520
N 1.348 -1.630 -1.365
C 1.641 -2.249 -2.665
H -0.339 -0.938 -2.386
H 2.256 -1.296 -1.018
H 2.388 -3.088 -2.518
H 0.836 -2.886 -3.108
H 2.120 -1.564 -3.363
O -1.808 1.618 2.962
H -1.032 1.976 2.374
H -2.480 1.256 2.375
O -1.157 -1.454 2.396
H -2.045 -1.084 2.434
H -0.620 -0.742 2.683
O -0.209 3.066 0.310
H 0.131 2.142 0.253
H 0.587 3.555 0.167

---

(b)
C2H12N2O3 | ωB97M-V/def2-TZVPD

For the molecular weight, the calculation gives 112.13 Da. Its HOMO energy is -9.3605 eV. Its SMILES is [H]/N=C\NC.O.O.O. Its LUMO energy is 0.839 eV.

Atoms and positions in Å:
H -1.922 0.676 1.173
N -1.059 0.214 0.865
C -0.460 1.035 0.092
N -0.967 2.226 -0.384
C -0.344 2.897 -1.501
H 0.477 0.833 -0.406
H -1.966 2.300 -0.340
H -0.708 3.905 -1.549
H -0.515 2.415 -2.478
H 0.745 2.811 -1.426
O -1.036 -3.426 0.171
H -1.597 -2.682 0.425
H -0.246 -3.248 0.709
O 5.943 -0.763 1.875
H 5.982 -1.523 1.283
H 6.823 -0.750 2.268
O -2.835 -1.142 -1.218
H -2.779 -0.706 -0.365
H -2.093 -1.765 -1.238

---

Most stable pick: (b). Distance to second place: 0.0160 hartree.

---

(a)
C2H12N2O3 | ωB97M-V/def2-TZVPD

For the molecular weight, the calculation gives 112.13 Da. Its HOMO energy is -8.6969 eV. Its SMILES is C/N=C\N.O.O.O. Its LUMO energy is 0.280 eV.

Atoms and positions in Å:
C 1.886 -0.902 -0.658
N 1.041 0.259 -0.343
C 0.911 1.204 -1.183
N 1.906 2.092 -1.486
H 1.861 -1.203 -1.702
H 1.666 -1.801 -0.084
H 2.919 -0.635 -0.419
H 0.043 1.404 -1.830
H 2.595 2.351 -0.817
H 1.733 2.759 -2.225
O -1.339 -0.967 0.708
H -1.162 -1.911 0.801
H -0.589 -0.646 0.149
O -3.611 -1.251 -0.921
H -2.908 -1.116 -0.237
H -3.256 -0.711 -1.615
O -1.273 0.168 4.301
H -0.977 1.067 4.135
H -1.445 -0.161 3.427

---

(b)
C2H12N2O3 | ωB97M-V/def2-TZVPD

For the molecular weight, the calculation gives 112.13 Da. Its HOMO energy is -8.7008 eV. Its SMILES is [H]/N=C/NC.O.O.O. Its LUMO energy is 0.737 eV.

Atoms and positions in Å:
H -1.397 1.513 -0.958
N -0.762 0.987 -0.334
C 0.223 0.557 -1.094
N 0.518 -0.759 -1.363
C 1.585 -1.021 -2.407
H 0.841 1.267 -1.721
H -0.268 -1.334 -1.074
H 2.422 -1.615 -2.006
H 1.098 -1.638 -3.236
H 1.769 -0.036 -2.852
O 0.125 -0.254 3.107
H -0.715 -0.239 3.330
H 0.428 0.705 3.264
O -2.573 -1.665 0.425
H -2.077 -2.416 0.841
H -2.240 -0.906 0.935
O 0.363 2.382 2.176
H -0.357 2.261 1.483
H 1.019 2.214 1.485

---

Most stable pick: (a). Distance to second place: 0.0167 hartree.

---

(a)
C21H22N2O3S | ωB97M-V/def2-TZVPD

For the molecular weight, the calculation gives 382.48 Da. Its HOMO energy is -8.2775 eV. Its LUMO energy is 0.548 eV.

Atoms and positions in Å:
C 0.600 -0.167 3.945
C 1.662 -1.150 3.577
C 1.894 -2.252 4.390
C 2.857 -3.195 4.082
C 3.619 -3.052 2.934
C 3.410 -1.966 2.110
C 2.440 -1.008 2.417
C 2.282 0.109 1.509
N 1.492 1.140 1.621
C 1.726 1.914 0.516
C 2.664 1.288 -0.261
O 3.025 0.153 0.378
C 3.270 1.630 -1.571
H 4.052 0.914 -1.807
H 2.507 1.595 -2.347
H 3.693 2.633 -1.547
C 0.951 3.128 0.228
H 0.620 3.635 1.129
H 1.496 3.806 -0.426
S -0.594 2.615 -0.720
O -0.142 1.517 -1.587
C -1.401 1.811 0.741
C -2.470 0.826 0.309
O -3.630 0.935 0.652
N -1.983 -0.192 -0.429
C -2.864 -1.145 -1.078
C -3.035 -0.807 -2.536
C -3.681 0.370 -2.894
C -3.809 0.721 -4.225
C -3.294 -0.103 -5.213
C -2.649 -1.276 -4.863
C -2.516 -1.624 -3.530
H -2.008 -2.539 -3.260
H -2.245 -1.921 -5.630
H -3.395 0.171 -6.253
H -4.312 1.638 -4.494
H -4.084 1.008 -2.121
H -3.823 -1.091 -0.555
H -2.442 -2.148 -0.961
H -1.082 -0.049 -0.875
H -1.852 2.605 1.332
H -0.617 1.305 1.309
H 3.999 -1.843 1.214
H 4.373 -3.783 2.683
H 3.013 -4.040 4.735
H 1.303 -2.371 5.287
H -0.219 -0.216 3.229
H 0.208 -0.380 4.937
H 0.991 0.847 3.918

---

(b)
C21H22N2O3S | ωB97M-V/def2-TZVPD

For the molecular weight, the calculation gives 382.48 Da. Its HOMO energy is -8.5274 eV. Its SMILES is Cc1ccc2cc(CN(C[C@@H]3CCCO3)C(=O)c3cccs3)c(=O)[nH]c2c1. Its LUMO energy is 0.112 eV.

Atoms and positions in Å:
C 0.135 -4.888 -4.956
C -0.189 -3.907 -3.875
C -1.380 -3.172 -3.940
C -1.706 -2.267 -2.960
C -0.851 -2.059 -1.870
C -1.125 -1.131 -0.821
C -0.281 -0.951 0.220
C -0.556 0.035 1.322
N 0.422 1.103 1.336
C 0.595 1.843 0.105
C -0.690 2.593 -0.321
C -0.353 3.781 -1.230
C -0.074 4.901 -0.221
C -0.750 4.408 1.074
O -1.361 3.160 0.780
C 0.964 1.629 2.464
O 1.614 2.662 2.452
C 0.761 0.891 3.732
C 1.160 -0.368 4.073
C 0.913 -0.668 5.430
C 0.339 0.367 6.097
S 0.103 1.739 5.090
C 0.955 -1.726 0.314
O 1.761 -1.666 1.225
N 1.176 -2.591 -0.737
C 0.346 -2.794 -1.803
C 0.664 -3.710 -2.807
H -0.638 -5.653 -5.014
H 0.175 -4.386 -5.922
H 1.091 -5.372 -4.775
H -2.046 -3.326 -4.775
H -2.626 -1.705 -3.017
H -2.046 -0.566 -0.875
H -1.559 0.463 1.193
H -0.514 -0.480 2.284
H 0.899 1.163 -0.697
H 1.394 2.562 0.294
H -1.389 1.892 -0.788
H -1.219 4.026 -1.846
H 0.494 3.572 -1.880
H 0.996 5.026 -0.061
H -0.485 5.852 -0.552
H -1.543 5.074 1.422
H -0.013 4.282 1.874
H 1.623 -1.042 3.374
H 1.154 -1.613 5.884
H 0.038 0.411 7.124
H 2.032 -3.132 -0.680
H 1.588 -4.267 -2.739

---

Most stable pick: (b). Distance to second place: 0.0299 hartree.

---

(a)
C3H2Br2 | ωB97M-V/def2-TZVPD

For the molecular weight, the calculation gives 197.86 Da. Its HOMO energy (spin up / spin down) is -10.3003 / -9.2200 eV. Its LUMO energy (spin up / spin down) is -2.047 / -2.907 eV.

Atoms and positions in Å:
C -1.574 0.531 -0.623
C -0.569 -0.092 -0.250
C 0.580 -0.542 0.351
Br 2.188 1.894 -0.079
Br 1.317 -2.319 0.117
H -2.553 0.759 -0.917
H 0.610 -0.231 1.402

---

(b)
C3H2Br2 | ωB97M-V/def2-TZVPD

For the molecular weight, the calculation gives 197.86 Da. Its HOMO energy (spin up / spin down) is -8.5257 / -8.5275 eV. Its LUMO energy (spin up / spin down) is -1.409 / -1.409 eV.

Atoms and positions in Å:
C -1.026 1.084 0.334
C 1.262 -0.727 -0.243
C 0.224 0.127 0.538
Br -2.112 0.582 -1.075
Br 0.721 -1.086 -1.929
H 0.882 0.724 1.289
H 0.050 -0.704 1.086

---

Most stable pick: (a). Distance to second place: 0.1170 hartree.

---

(a)
C5H14NO2P | ωB97M-V/def2-TZVPD

For the molecular weight, the calculation gives 151.15 Da. Its HOMO energy is -7.8279 eV. Its SMILES is C=P(O)(O)NC(C)(C)C. Its LUMO energy is 0.661 eV.

Atoms and positions in Å:
C 2.662 -1.616 -0.141
P 2.005 0.198 -0.084
O 2.934 1.157 -1.073
O 2.492 0.654 1.395
N 0.575 0.910 -0.413
C -0.722 0.408 0.020
C -0.963 -0.114 1.453
C -1.763 1.429 -0.405
C -0.916 -0.928 -0.824
H 2.467 -2.077 -1.099
H 2.339 -2.250 0.694
H 3.395 0.488 -1.697
H 3.075 -0.062 1.454
H 0.549 1.945 -0.127
H -1.814 -0.798 1.413
H -0.083 -0.720 1.763
H -1.309 0.664 2.255
H -2.698 0.840 -0.591
H -1.410 1.795 -1.329
H -2.055 2.298 0.350
H -0.553 -0.730 -1.903
H -0.291 -1.710 -0.310
H -1.979 -1.379 -0.920

---

(b)
C5H14NO2P | ωB97M-V/def2-TZVPD

For the molecular weight, the calculation gives 151.15 Da. Its HOMO energy (spin up / spin down) is -8.0754 / -7.5515 eV. Its LUMO energy (spin up / spin down) is 0.732 / -0.107 eV.

Atoms and positions in Å:
C -2.406 -0.580 -0.786
C -2.026 1.680 0.637
C 3.361 -0.225 0.328
C -1.747 0.747 -0.482
C 0.537 -0.567 1.008
N 0.160 -1.769 0.448
O 1.576 1.846 0.213
O 1.412 -0.098 -1.516
P 1.668 0.428 0.038
H -1.663 -1.378 -0.859
H -2.921 -0.511 -1.818
H -2.966 -0.817 0.072
H -2.886 2.242 0.431
H -2.347 1.283 1.535
H -1.255 2.293 0.677
H 4.129 0.389 -0.026
H 3.475 -0.447 1.332
H 3.664 -1.137 -0.054
H -1.327 1.115 -1.441
H -0.010 -0.238 1.786
H 0.565 -2.631 0.742
H 0.502 -1.734 -0.502
H 0.505 0.110 -1.763

---

Most stable pick: (a). Distance to second place: 0.0529 hartree.